No. 1
This record from OMol25 describes an isolated molecule of C21H16 at a distorted geometry. The level of theory is ωB97M-V with the def2-TZVPD basis set.

Positions of all 37 atoms, in Å:
C1 1.231 -0.019 0.174
C2 0.342 1.024 0.040
C3 0.390 2.326 0.788
C4 1.608 2.931 1.035
C5 1.685 4.133 1.782
C6 0.514 4.722 2.251
C7 -0.727 4.167 1.909
C8 -0.793 2.972 1.188
C9 -0.495 0.733 -1.104
C10 -1.438 1.495 -1.795
C11 -2.054 0.967 -2.958
C12 -1.691 -0.295 -3.446
C13 -0.715 -1.065 -2.735
C14 -0.134 -0.553 -1.584
C15 0.941 -1.179 -0.731
C16 0.588 -2.460 0.021
C17 1.310 -3.668 -0.131
C18 1.007 -4.801 0.571
C19 -0.086 -4.808 1.475
C20 -0.860 -3.657 1.582
C21 -0.534 -2.474 0.884
H1 2.058 0.011 0.847
H2 2.490 2.480 0.645
H3 2.648 4.571 2.005
H4 0.545 5.623 2.879
H5 -1.649 4.646 2.258
H6 -1.745 2.505 0.969
H7 -1.643 2.490 -1.491
H8 -2.759 1.497 -3.556
H9 -2.137 -0.728 -4.357
H10 -0.434 -2.051 -3.119
H11 1.825 -1.349 -1.324
H12 2.203 -3.662 -0.771
H13 1.658 -5.666 0.429
H14 -0.349 -5.690 2.006
H15 -1.700 -3.586 2.260
H16 -1.099 -1.580 1.104

For the gap between HOMO and LUMO, the calculation gives 8.69 eV. The total energy comes out at -22036.4343 eV. The energy above the lowest of the compared OMol25 structures with the same formula, charge and spin is 0.0 kJ/mol. Its lowest unoccupied orbital energy is 0.65 eV. The value obtained for the molar mass is 268.36 g/mol. Its SMILES is C1=C(c2ccccc2)c2ccccc2[C@@H]1c1ccccc1. For the HOMO energy, the calculation gives -8.04 eV.

=====

No. 2
This record from OMol25 describes a cluster of 2 separate species, C6H10 in total at a distorted geometry. The level of theory is ωB97M-V with the def2-TZVPD basis set.

Positions of all 16 atoms, in Å:
C1 0.067 0.621 1.449
C2 0.183 -0.757 0.920
C3 -0.878 -1.281 -0.038
C4 -0.929 -0.252 -1.194
C5 0.357 0.501 -1.066
C6 0.922 0.380 0.202
H1 -0.862 1.170 1.305
H2 0.616 0.884 2.347
H3 0.776 -1.468 1.487
H4 -0.554 -2.252 -0.426
H5 -1.853 -1.428 0.437
H6 -1.761 0.458 -1.059
H7 -1.082 -0.709 -2.177
H8 2.196 2.162 -0.518
H9 0.872 1.045 -1.854
H10 1.937 0.968 0.186

For the gap between HOMO and LUMO (alpha / beta), the calculation gives 6.13 / 9.92 eV. The total energy comes out at -6378.3243 eV. The energy above the lowest of the compared OMol25 structures with the same formula, charge and spin is 534.1 kJ/mol. Its lowest unoccupied orbital energy (alpha / beta) is -0.63 / 0.67 eV. The value obtained for the molar mass is 82.15 g/mol. For the HOMO energy (alpha / beta), the calculation gives -6.76 / -9.25 eV.

=====

No. 3
This record from OMol25 describes an isolated molecule of C5H7NO. The level of theory is ωB97M-V with the def2-TZVPD basis set.

Positions of all 14 atoms, in Å:
C1 -1.559 0.630 -1.459
C2 -0.416 0.761 -1.104
C3 0.965 0.884 -0.636
C4 1.117 0.508 0.872
N1 -0.076 -0.044 1.472
C5 -0.487 -1.341 1.355
O1 -1.592 -1.732 1.663
H1 -2.562 0.529 -1.812
H2 1.313 1.907 -0.817
H3 1.593 0.232 -1.254
H4 1.937 -0.204 0.999
H5 1.387 1.392 1.458
H6 -0.846 0.601 1.609
H7 0.309 -2.014 0.985

For the gap between HOMO and LUMO, the calculation gives 10.65 eV. The total energy comes out at -8834.2076 eV. The energy above the lowest of the compared OMol25 structures with the same formula, charge and spin is 192.5 kJ/mol. Its lowest unoccupied orbital energy is 0.86 eV. The value obtained for the molar mass is 97.12 g/mol. Its SMILES is C#CCCNC=O. For the HOMO energy, the calculation gives -9.79 eV.

=====

No. 4
This record from OMol25 describes a cluster of 5 separate species, C3H17Br2N3O3 in total at a distorted geometry. The level of theory is ωB97M-V with the def2-TZVPD basis set.

Positions of all 28 atoms, in Å:
N1 1.857 -2.284 1.037
H1 2.044 -3.082 0.429
H2 1.492 -1.540 0.385
H3 2.770 -1.980 1.387
H4 1.241 -2.499 1.822
N2 -0.973 -2.542 -2.164
H5 -1.038 -2.361 -3.172
H6 -0.648 -1.745 -1.545
H7 -0.321 -3.317 -2.046
H8 -1.931 -2.838 -1.945
N3 3.843 0.776 -2.106
H9 3.166 0.880 -1.315
H10 3.635 -0.094 -2.598
H11 4.816 0.740 -1.789
H12 3.748 1.521 -2.803
O1 -0.308 1.499 -0.235
C1 0.494 0.428 -0.324
O2 1.748 0.635 -0.233
O3 -0.059 -0.715 -0.365
H13 0.286 2.255 -0.364
Br1 -4.466 1.637 0.385
C2 -3.804 2.510 1.961
C3 -2.659 1.653 2.467
Br2 -2.018 2.263 4.239
H14 -4.532 2.474 2.768
H15 -3.528 3.523 1.694
H16 -1.820 1.554 1.785
H17 -3.036 0.649 2.646

For the gap between HOMO and LUMO, the calculation gives 6.99 eV. As for the total charge: +2. The total energy comes out at -154070.3669 eV. The energy above the lowest of the compared OMol25 structures with the same formula, charge and spin is 107.5 kJ/mol. Its lowest unoccupied orbital energy is -6.92 eV. The value obtained for the molar mass is 302.99 g/mol. For the HOMO energy, the calculation gives -13.90 eV.

=====

No. 5
This record from OMol25 describes an isolated molecule of C11H16N2O5. The level of theory is ωB97M-V with the def2-TZVPD basis set.

Positions of all 34 atoms, in Å:
C1 1.573 4.047 1.274
C2 2.020 2.597 1.471
C3 1.693 1.775 0.260
C4 0.612 0.976 0.183
N1 0.281 0.262 -0.935
C5 -0.902 -0.587 -0.990
C6 -0.562 -2.063 -1.227
C7 -1.748 -2.788 -0.590
O1 -2.683 -3.091 -1.594
C8 -2.295 -1.758 0.434
C9 -2.097 -2.196 1.891
O2 -0.758 -2.512 2.157
O3 -1.578 -0.542 0.238
C10 1.015 0.364 -2.102
O4 0.709 -0.207 -3.123
N2 2.125 1.161 -1.999
C11 2.564 1.900 -0.901
O5 3.578 2.556 -0.976
H1 2.079 4.477 0.414
H2 1.820 4.639 2.152
H3 0.499 4.098 1.111
H4 1.534 2.174 2.351
H5 3.101 2.581 1.617
H6 -0.074 0.858 1.008
H7 -1.546 -0.212 -1.803
H8 -0.478 -2.294 -2.284
H9 0.366 -2.317 -0.715
H10 -1.426 -3.700 -0.072
H11 -3.399 -3.620 -1.228
H12 -3.363 -1.579 0.243
H13 -2.449 -1.391 2.552
H14 -2.675 -3.100 2.092
H15 -0.225 -1.740 1.931
H16 2.688 1.234 -2.840

For the gap between HOMO and LUMO, the calculation gives 9.40 eV. The total energy comes out at -24885.2247 eV. The energy above the lowest of the compared OMol25 structures with the same formula, charge and spin is 5.0 kJ/mol. Its lowest unoccupied orbital energy is 0.49 eV. The value obtained for the molar mass is 256.26 g/mol. Its SMILES is CCc1cn([C@H]2C[C@H](O)[C@@H](CO)O2)c(=O)[nH]c1=O. For the HOMO energy, the calculation gives -8.91 eV.

=====

No. 6
This record from OMol25 describes a structure of composition C19H15MnN3O5S at a distorted geometry. The level of theory is ωB97M-V with the def2-TZVPD basis set.

Positions of all 44 atoms, in Å:
Mn1 -0.619 -0.447 -0.998
C1 -4.304 1.556 0.004
C2 -3.213 1.021 -0.726
N1 -2.071 0.739 -0.152
C3 -1.905 0.949 1.180
C4 -2.935 1.439 1.988
C5 -4.159 1.751 1.346
C6 -2.724 1.578 3.391
C7 -1.514 1.205 3.903
C8 -0.455 0.739 3.093
C9 -0.595 0.629 1.714
N2 0.265 0.190 0.774
C10 1.597 0.106 0.891
C11 2.456 0.695 1.819
C12 3.851 0.505 1.762
C13 4.461 -0.265 0.812
C14 3.639 -0.859 -0.189
C15 4.157 -1.640 -1.252
C16 3.331 -2.155 -2.207
C17 1.943 -1.882 -2.112
N3 1.454 -1.171 -1.134
C18 2.252 -0.665 -0.163
H1 -5.234 1.771 -0.507
H2 -3.292 0.798 -1.782
H3 -4.979 2.132 1.948
H4 -3.528 1.949 4.017
H5 -1.345 1.263 4.974
H6 0.464 0.427 3.570
H7 2.059 1.349 2.582
H8 4.457 0.999 2.517
H9 5.534 -0.413 0.794
H10 5.229 -1.813 -1.290
H11 3.708 -2.754 -3.027
H12 1.231 -2.250 -2.844
O1 -1.632 -3.985 -1.826
S1 -2.062 -2.614 -1.574
O2 -3.512 -2.444 -1.649
O3 -1.355 -1.637 -2.512
O4 -1.544 -2.118 -0.230
C19 0.174 1.057 -3.386
O5 0.031 1.136 -2.030
H13 -0.262 0.146 -3.837
H14 1.241 1.074 -3.728
H15 -0.297 1.910 -3.926

For the gap between HOMO and LUMO (alpha / beta), the calculation gives 5.45 / 4.65 eV. The expectation value of S² is 0.8047. As for the multiplicity: 2. As for the total charge: -2. The total energy comes out at -76811.8775 eV. Its lowest unoccupied orbital energy (alpha / beta) is 4.90 / 4.90 eV. The value obtained for the molar mass is 452.35 g/mol. For the HOMO energy (alpha / beta), the calculation gives -0.54 / 0.26 eV.